# 1
Below is C20H30N7S2SbYb as an isolated structure at a distorted geometry, with properties calculated with ωB97M-V/def2-TZVPD.

Cartesian coordinates (Å):
Yb1 -11.291 4.897 -7.540
C1 -8.932 7.308 -8.972
N1 -9.187 5.873 -9.184
C2 -9.821 5.490 -10.442
C3 -11.297 5.894 -10.439
N2 -12.213 4.901 -9.823
C4 -13.578 5.491 -9.796
C5 -12.197 3.526 -10.283
C6 -12.118 3.307 -11.659
C7 -12.360 2.031 -12.245
C8 -12.432 0.955 -11.397
C9 -12.363 1.159 -9.942
C10 -12.088 2.389 -9.339
S1 -11.557 2.247 -7.650
C11 -8.391 4.936 -8.418
C12 -7.711 3.851 -9.064
C13 -7.192 2.811 -8.340
C14 -7.293 2.781 -6.966
C15 -7.802 3.874 -6.266
C16 -8.407 4.978 -6.958
S2 -9.285 6.110 -5.983
H1 -9.433 7.646 -8.040
H2 -9.338 7.946 -9.761
H3 -7.864 7.576 -8.803
H4 -9.645 4.427 -10.683
H5 -9.260 5.911 -11.258
H6 -11.617 6.135 -11.514
H7 -11.412 6.816 -9.848
H8 -13.981 5.487 -10.781
H9 -13.496 6.504 -9.367
H10 -14.233 4.968 -9.104
H11 -11.929 4.215 -12.193
H12 -12.406 1.909 -13.331
H13 -12.609 -0.083 -11.694
H14 -12.525 0.311 -9.271
H15 -7.617 3.928 -10.188
H16 -6.726 1.981 -8.838
H17 -6.980 1.867 -6.469
H18 -7.745 4.050 -5.182
N3 -14.459 3.831 -6.548
N4 -14.294 5.092 -6.195
N5 -15.214 5.767 -5.422
C17 -14.734 7.026 -5.433
N6 -13.556 7.130 -6.123
N7 -13.293 5.877 -6.568
H19 -15.239 3.386 -6.017
H20 -13.537 3.349 -6.705
H21 -15.253 7.785 -4.898
C18 -15.044 9.788 -8.305
Sb1 -12.904 9.822 -8.163
C19 -12.863 10.344 -6.037
C20 -12.652 11.777 -8.996
H22 -15.339 9.129 -9.142
H23 -15.493 10.782 -8.364
H24 -15.364 9.323 -7.347
H25 -13.652 9.773 -5.536
H26 -13.127 11.393 -5.883
H27 -11.901 10.021 -5.634
H28 -13.160 12.653 -8.490
H29 -12.978 11.706 -10.034
H30 -11.542 11.951 -8.961

Atoms 1-6, force components in eV/Å:
2.5 0.6 0.1
0.1 1.0 1.1
-0.7 -0.5 1.5
0.7 -0.6 0.0
0.0 0.2 -2.1
0.6 0.4 1.9

Properties
HOMO (alpha / beta), Eh: -0.3858 / -0.3858
E_LUMO (alpha / beta), eV: -3.5 / -4.5
Gap between HOMO and LUMO (alpha / beta), Eh: 0.25708 / 0.21949
Multiplicity: 2
<S²>: 0.751
Charge: +1
E_tot, hartree: -3358.38812

# 2
Below is C47H37AsF5IrN4O2PS as an isolated structure at a distorted geometry, with properties calculated with ωB97M-V/def2-TZVPD.

Cartesian coordinates (Å):
Ir1 -0.306 -0.083 0.091
C1 -2.005 0.483 4.066
C2 -2.232 -0.807 4.515
C3 -1.937 -1.857 3.667
C4 -1.441 -1.608 2.396
N1 -1.213 -0.352 1.967
C5 -1.487 0.662 2.801
C6 -1.088 -2.724 1.485
C7 -1.687 -3.972 1.588
C8 -1.279 -4.980 0.731
C9 -0.295 -4.710 -0.205
C10 0.224 -3.429 -0.263
N2 -0.164 -2.460 0.558
H1 -2.204 1.349 4.681
H2 -2.611 -0.993 5.510
H3 -2.060 -2.880 3.993
H4 -1.265 1.654 2.446
H5 -2.470 -4.148 2.311
H6 -1.729 -5.961 0.791
H7 0.058 -5.469 -0.887
H8 0.976 -3.163 -0.996
C11 2.818 0.118 -4.632
N3 1.684 -0.355 -3.840
C12 0.715 -1.120 -4.407
C13 -0.371 -1.532 -3.722
C14 -0.475 -1.103 -2.365
O1 -1.437 -1.360 -1.592
N4 0.508 -0.354 -1.812
C15 1.602 0.086 -2.513
O2 2.456 0.816 -2.053
H9 3.003 -0.588 -5.438
H10 3.693 0.183 -3.993
H11 2.612 1.104 -5.047
H12 0.877 -1.376 -5.445
H13 -1.145 -2.139 -4.163
C16 -1.659 3.136 0.112
C17 -2.642 4.119 -0.513
As1 -2.600 5.794 0.536
C18 -0.724 6.191 0.170
C19 -0.234 6.302 -1.130
C20 1.113 6.537 -1.352
C21 1.985 6.664 -0.277
C22 1.506 6.556 1.019
C23 0.154 6.319 1.240
C24 -3.414 6.961 -0.799
C25 -3.014 8.293 -0.877
C26 -3.624 9.158 -1.773
C27 -4.646 8.704 -2.596
C28 -5.055 7.381 -2.519
C29 -4.443 6.515 -1.622
P1 -1.725 1.478 -0.655
C30 -1.485 1.928 -2.391
C31 -2.513 2.033 -3.323
C32 -2.247 2.528 -4.593
C33 -0.964 2.933 -4.930
C34 0.060 2.850 -3.994
C35 -0.199 2.350 -2.730
C36 -3.413 0.880 -0.367
C37 -4.052 1.274 0.811
C38 -5.328 0.825 1.110
C39 -5.989 -0.019 0.228
C40 -5.365 -0.416 -0.945
C41 -4.083 0.022 -1.241
H14 -1.830 3.062 1.187
H15 -0.627 3.472 -0.011
H16 -3.662 3.730 -0.488
H17 -2.381 4.333 -1.550
H18 -0.911 6.218 -1.974
H19 1.487 6.624 -2.365
H20 3.037 6.848 -0.453
H21 2.181 6.659 1.858
H22 -0.218 6.238 2.256
H23 -2.213 8.658 -0.246
H24 -3.301 10.190 -1.828
H25 -5.121 9.380 -3.295
H26 -5.853 7.021 -3.156
H27 -4.782 5.486 -1.572
H28 -3.526 1.757 -3.064
H29 -3.049 2.609 -5.314
H30 -0.763 3.324 -5.919
H31 1.060 3.182 -4.242
H32 0.604 2.287 -2.005
H33 -3.568 1.949 1.506
H34 -5.809 1.145 2.025
H35 -6.990 -0.361 0.453
H36 -5.874 -1.075 -1.635
H37 -3.599 -0.328 -2.138
F1 6.129 2.841 -1.233
C42 4.961 2.519 -0.690
C43 4.762 1.247 -0.179
F2 5.741 0.348 -0.242
C44 3.541 0.923 0.379
F3 3.364 -0.321 0.828
C45 2.500 1.841 0.444
S1 0.989 1.455 1.238
C46 2.726 3.103 -0.088
F4 1.749 4.017 -0.094
C47 3.940 3.453 -0.644
F5 4.128 4.672 -1.151

Atoms 1-6, force components in eV/Å:
-0.8 -1.1 -1.1
0.0 -0.1 0.0
0.0 0.1 0.0
0.0 0.0 0.0
0.0 -0.1 0.0
0.0 0.2 -0.1

Properties
HOMO, Eh: -0.3758
E_LUMO, eV: -3.2
Gap between HOMO and LUMO, Eh: 0.25792
Charge: +1
E_tot, hartree: -5761.60207

# 3
Below is a 2-piece molecular cluster, C4H13NOS overall at a distorted geometry, with properties calculated with ωB97M-V/def2-TZVPD.

Cartesian coordinates (Å):
C1 2.393 1.397 0.220
N1 0.987 1.199 0.480
C2 0.157 0.526 -0.512
C3 0.851 -0.679 -1.147
C4 -1.195 0.260 0.085
S1 -2.469 -0.030 -1.187
H1 2.953 0.485 0.035
H2 2.821 1.894 1.085
H3 2.522 2.035 -0.662
H4 0.898 0.740 1.379
H5 0.029 1.295 -1.296
H6 0.196 -1.417 -1.609
H7 1.441 -1.204 -0.402
H8 1.553 -0.365 -1.924
H9 -1.526 1.140 0.648
H10 -1.171 -0.543 0.805
H11 -3.302 -0.712 -0.396
O1 1.527 -2.071 2.640
H12 2.418 -2.384 2.842
H13 0.961 -2.691 3.134

Atoms 1-6, force components in eV/Å:
-0.2 0.3 -0.5
-0.4 0.0 1.0
0.9 0.7 -1.0
0.2 -0.3 -0.2
-0.7 0.7 0.5
0.2 -0.2 -0.1

Properties
HOMO, Eh: -0.3133
E_LUMO, eV: 0.5
Gap between HOMO and LUMO, Eh: 0.33297
E_tot, hartree: -688.36087

The calculation returns the following energy above the lowest of the compared OMol25 structures with the same formula, charge and spin values, one per record and in order: 0.0, 106.2, 73.1 kJ/mol.